9
Properties=species:S:1:pos:R:3:forces:R:3 method="wB97M-V/def2-TZVPD" mol_weight_g_mol=122.11 lumo_energy_ev="-2.540 / -2.105" relative_energy_kj_mol=415.90 homo_energy_ha="-0.3514 / -0.3868" multiplicity=1 total_energy_ev=-21022.113 charge=0
C 0.25841 0.45898 -0.05602 0.4 -3.6 1.8
N -0.83901 -0.26073 -0.27337 0.8 1.7 -0.4
N 0.59776 1.69841 -0.41889 3.5 2.6 1.1
O -2.10709 -2.49943 -0.02533 -0.4 0.5 -0.3
O 0.06923 -2.21560 1.15190 -0.6 0.5 -1.3
O 0.06759 2.68303 -0.97477 -1.0 -0.9 -0.3
S -0.81967 -1.86747 0.02366 1.7 -0.5 1.6
H 1.16804 0.05435 0.57627 -2.0 0.4 -1.3
H 1.60474 1.94846 -0.00346 -2.5 -0.8 -1.0

***

44
Properties=species:S:1:pos:R:3:forces:R:3 method="wB97M-V/def2-TZVPD" mol_weight_g_mol=879.42 lumo_energy_ev=4.037 relative_energy_kj_mol=148.81 homo_energy_ha=-0.0077 multiplicity=1 total_energy_ev=-249452.518 charge=-2
Pt -0.69393 -0.08651 0.57054 -0.3 0.0 0.5
Cl 3.84743 -0.15461 6.14669 0.0 0.0 0.1
C 2.47358 -0.03881 5.05268 0.6 0.1 0.0
C 1.18429 -0.23818 5.56292 -0.6 0.1 -0.6
C 0.11459 -0.16764 4.70530 0.2 0.0 1.1
C 0.27007 0.14271 3.33474 -0.2 0.4 -1.1
O -0.77597 0.22070 2.61397 0.3 -0.4 0.0
C 1.60532 0.37835 2.84243 -0.3 -0.6 0.8
C 1.87206 0.76109 1.50626 0.1 0.6 -0.5
O 1.06365 1.06939 0.61689 0.7 -0.1 0.0
C 2.69175 0.25002 3.73752 -0.2 0.1 -0.1
H 1.03298 -0.43604 6.61499 0.1 -0.1 0.0
H -0.89439 -0.33235 5.06077 0.0 0.0 -0.1
H 2.93487 0.83334 1.23016 0.1 0.2 0.1
H 3.69536 0.42378 3.36788 0.0 0.0 0.0
Se -2.35180 -1.76492 0.65706 -0.1 -0.1 -1.1
Se -3.33672 -1.55937 2.69509 0.2 -0.4 0.8
Te -4.41462 0.72132 3.06595 -0.9 0.2 0.3
Se -3.49766 2.67008 1.92434 0.4 0.2 -0.2
C -3.18403 0.86627 -1.75528 0.4 0.2 0.0
Si -1.33981 1.09962 -2.12804 -1.0 0.1 0.0
C -0.75560 2.76119 -1.43396 0.0 -0.2 0.0
C -1.31039 1.30614 -4.03005 0.3 -0.1 0.1
N -0.48624 -0.24533 -1.45885 0.3 -0.1 0.2
C 0.44121 -1.10912 -1.96039 -0.1 -0.1 -0.1
C 0.78614 -1.14272 -3.33478 0.0 0.1 0.0
C 1.67530 -2.06994 -3.84464 0.0 0.0 0.0
C 2.28862 -3.00663 -3.02313 0.2 -0.2 0.0
C 1.99220 -2.98287 -1.66411 0.0 0.1 -0.2
C 1.09572 -2.06947 -1.14433 0.0 0.1 0.1
H -3.75759 1.73341 -2.09745 0.0 0.0 -0.1
H -3.34852 0.77586 -0.68250 0.0 0.0 0.0
H -3.58335 -0.02980 -2.23739 0.1 0.0 0.0
H -1.51665 3.53166 -1.57930 0.0 0.0 -0.1
H 0.17664 3.09330 -1.90073 0.0 0.0 0.0
H -0.59280 2.68131 -0.35986 0.0 0.0 0.0
H -1.99674 2.11445 -4.29483 0.0 0.0 0.1
H -1.64457 0.40473 -4.54868 0.0 0.0 0.0
H -0.32285 1.57511 -4.41437 0.0 0.0 0.0
H 0.33018 -0.41863 -3.99440 0.1 -0.1 0.0
H 1.89533 -2.06011 -4.90797 0.0 0.0 0.0
H 2.98489 -3.73165 -3.42908 0.0 0.0 0.0
H 2.47519 -3.68950 -0.99743 -0.1 0.0 0.0
H 0.87689 -2.07963 -0.08466 -0.1 0.0 0.0